Entry 1:
Here is C40H36F5N4O as an isolated structure at a distorted geometry from the Open Molecules 2025 dataset. Energies are from ωB97M-V with the def2-TZVPD basis set.

Last column: Mulliken charge in e.
Element x y z (Å)
C: -6.40907 -1.32723 2.03783  -1.419
C: -5.19919 -0.46039 1.85772  0.833
C: -4.27441 -0.75962 0.85923  -0.897
C: -3.08727 -0.03753 0.73153  1.474
C: -2.12159 -0.39317 -0.35648  -0.877
C: -2.85188 1.03719 1.62521  -0.353
N: -1.52102 1.56049 1.76882  0.968
C: -0.93394 2.59155 0.93055  0.731
N: 0.40559 2.11104 0.68838  0.612
C: 1.29402 3.19144 0.58067  -0.485
C: 0.62593 4.36641 0.90468  0.529
C: -0.69306 4.00723 1.52448  -1.135
C: 1.23511 5.57856 0.60559  -0.566
C: 2.51093 5.55343 0.01671  0.710
C: 3.09099 6.80272 -0.56399  -1.447
C: 3.24586 4.35445 -0.03653  -1.016
C: 2.63894 3.12002 0.22386  1.096
C: 3.37621 1.82368 0.14389  -1.805
C: 0.61232 0.94561 1.40540  -0.217
C: -0.51890 0.63933 2.07505  -1.511
C: -3.83180 1.43072 2.55587  0.399
C: -3.61115 2.61712 3.43906  -1.613
C: -4.98031 0.65337 2.66839  -1.001
H: -6.90476 -1.10669 2.98820  0.400
H: -7.14147 -1.17057 1.23490  0.277
H: -6.13055 -2.38880 2.02710  0.354
H: -4.49377 -1.57870 0.16880  0.390
H: -1.31473 -1.05354 -0.00115  0.468
H: -2.64427 -0.92017 -1.16720  0.440
H: -1.65399 0.50105 -0.79380  -0.462
H: -1.47521 4.71371 1.24436  0.640
H: -1.53837 2.69189 -0.07260  -1.656
H: -0.65848 3.91584 2.63312  0.413
H: 0.72181 6.51460 0.81615  0.336
H: 4.14610 6.65702 -0.82659  0.401
H: 2.56035 7.09522 -1.48365  0.135
H: 3.01448 7.64281 0.13743  0.352
H: 4.30215 4.35856 -0.32567  0.340
H: 4.36983 2.00366 -0.27661  0.403
H: 3.51931 1.36770 1.13445  0.346
H: 2.86435 1.09629 -0.49762  0.353
H: 1.55846 0.43078 1.42470  0.572
H: -0.70132 -0.18796 2.74205  0.538
H: -4.57310 3.05607 3.73596  0.472
H: -3.08157 2.34356 4.36316  0.340
H: -3.02431 3.38611 2.92206  0.145
H: -5.72770 0.89797 3.41706  0.391
C: -0.84313 8.55070 -1.71022  -0.829
N: -0.46337 7.47694 -2.62467  0.241
C: 0.30454 7.66276 -3.76541  -0.897
C: 0.34111 6.48122 -4.42389  -0.385
N: -0.36861 5.55443 -3.67761  0.525
C: -0.50215 4.16463 -4.05709  -2.022
C: -1.21739 3.81694 -5.19545  0.654
F: -1.77841 4.79571 -5.94289  -0.320
C: -1.40593 2.48275 -5.54909  0.450
F: -2.09712 2.15713 -6.66069  -0.310
C: -0.90504 1.47184 -4.72825  0.844
F: -1.16403 0.17518 -5.00478  -0.352
C: -0.16146 1.79927 -3.59022  0.004
F: 0.27196 0.83188 -2.73489  -0.366
C: 0.05983 3.14106 -3.30460  1.505
F: 0.80345 3.47703 -2.21766  -0.119
C: -0.86136 6.17134 -2.57990  -0.116
C: -1.56174 5.53913 -1.45723  0.868
C: -2.08803 4.22995 -1.70553  -1.501
C: -2.53194 3.40965 -0.61960  -0.181
C: -3.62881 2.50127 -1.12087  0.535
C: -4.89449 2.52545 -0.52781  -0.315
C: -5.89599 1.69523 -1.01089  -0.727
C: -5.65610 0.87911 -2.11972  -0.786
C: -4.42841 0.95160 -2.79294  -0.919
C: -3.40750 1.74793 -2.27306  0.167
O: -1.64924 6.14847 -0.35734  -0.856
H: -1.15631 8.10578 -0.76047  0.286
H: 0.01051 9.22295 -1.55074  0.368
H: -1.67528 9.14070 -2.12528  0.319
H: 0.75279 8.61405 -4.00853  0.519
H: 0.82521 6.19820 -5.34254  0.555
H: -2.43996 4.07098 -2.72238  1.506
H: -2.92589 4.04282 0.18324  1.465
H: -5.04968 3.16921 0.34373  0.462
H: -6.84769 1.65988 -0.48782  0.487
H: -6.42432 0.19118 -2.47677  0.423
H: -4.23718 0.37683 -3.70052  0.462
H: -2.41158 1.77215 -2.74078  -0.037

Summary:
Calculated total energy = -2339.08740 Eh
HOMO = -9.368 eV
Kohn-Sham gap = 5.48 eV
Energy above the lowest of the compared OMol25 structures with the same formula, charge and spin = 124.6 kJ/mol
Total charge = +1

Entry 2:
Here is C40H36MnN5O2PS2 as an isolated structure from the Open Molecules 2025 dataset. Energies are from ωB97M-V with the def2-TZVPD basis set.

Last column: Mulliken spin population.
Element x y z (Å)
Mn: 0.32381 -0.09582 0.50458  4.873
O: -1.66544 0.38472 0.97186  0.025
C: -2.22691 1.41697 1.47504  -0.010
C: -3.42029 1.23670 2.24144  0.011
C: -4.14248 2.28475 2.75149  0.000
C: -3.72631 3.60510 2.54363  0.003
C: -2.56390 3.80915 1.82710  -0.002
C: -1.79814 2.76673 1.29408  0.044
C: -0.56090 3.09269 0.57898  0.009
N: 0.31699 2.27430 0.02866  -0.078
C: 1.34329 3.04396 -0.45550  0.026
C: 1.09017 4.35613 -0.21468  0.000
N: -0.12191 4.37864 0.43870  0.003
H: -3.72755 0.20833 2.38870  0.001
H: -5.04494 2.08624 3.32202  0.000
H: -4.28917 4.44224 2.93679  0.000
H: -2.25921 4.83992 1.67619  0.001
H: 2.19276 2.59424 -0.94119  -0.003
H: 1.63570 5.25342 -0.44856  0.001
H: -0.58478 5.19282 0.79103  -0.003
O: 0.73995 -1.44992 2.34335  0.013
N: 1.59533 -1.28196 3.30660  -0.007
C: 1.99723 -2.39385 3.96069  0.004
C: 2.87563 -2.36026 5.01439  -0.001
C: 3.37032 -1.11576 5.41065  0.002
C: 2.96743 0.00824 4.73419  0.004
C: 2.06692 -0.02482 3.64534  -0.005
S: 1.56404 1.32077 2.76570  0.022
H: 1.55208 -3.29180 3.55808  0.000
H: 3.16172 -3.28292 5.49906  0.000
H: 4.06540 -1.03433 6.23835  0.001
H: 3.33327 0.98786 5.00976  -0.001
C: -2.39951 0.68337 -5.18869  0.002
C: -1.67460 -0.61462 -4.92690  0.007
C: -1.82502 -1.60641 -5.90000  -0.002
C: -1.22695 -2.85034 -5.79223  0.003
C: -0.44907 -3.12778 -4.68076  -0.002
C: -0.29235 -2.16112 -3.70229  0.011
C: -0.88885 -0.89917 -3.79319  0.002
P: -0.43245 0.15141 -2.31854  -0.002
C: -1.45767 1.67174 -2.43858  0.005
C: -0.93918 2.94231 -2.67016  -0.001
C: -1.72996 4.07483 -2.54460  -0.002
C: -3.05957 3.94422 -2.17107  0.003
C: -3.58294 2.68310 -1.92905  0.000
C: -2.80449 1.53515 -2.05213  0.000
C: -3.40981 0.18537 -1.78685  0.014
C: 1.25229 0.64067 -2.87995  -0.051
C: 1.44621 1.23965 -4.12762  -0.010
C: 2.69777 1.63118 -4.56600  0.006
C: 3.78878 1.39238 -3.73103  -0.001
C: 3.60831 0.75770 -2.51931  0.004
C: 2.34462 0.33865 -2.04163  -0.070
C: 2.22963 -0.32545 -0.71280  0.135
H: -2.82375 0.66172 -6.19477  0.000
H: -1.74913 1.55105 -5.11375  -0.001
H: -3.21422 0.84914 -4.48291  0.000
H: -2.43564 -1.38202 -6.76920  0.000
H: -1.37369 -3.59275 -6.56889  0.000
H: 0.02269 -4.09433 -4.55170  0.000
H: 0.28623 -2.40196 -2.81770  0.011
H: 0.10659 3.05178 -2.92539  0.001
H: -1.29792 5.05419 -2.71814  0.000
H: -3.68429 4.82185 -2.04601  0.000
H: -4.61435 2.57805 -1.60958  0.000
H: -4.44777 0.29012 -1.46530  0.000
H: -2.86512 -0.35799 -1.01032  -0.002
H: -3.38908 -0.44447 -2.68201  0.001
H: 0.58758 1.41272 -4.76671  0.001
H: 2.82157 2.10791 -5.53142  0.001
H: 4.78701 1.68381 -4.04346  0.000
H: 4.46751 0.55027 -1.88970  0.000
H: 3.12234 -0.05713 -0.13391  0.008
H: 2.27331 -1.41378 -0.85829  -0.019
C: -2.79204 -7.08973 -1.23337  0.000
C: -2.82734 -5.59728 -1.02097  -0.001
C: -4.02389 -4.89141 -1.07119  0.000
C: -3.90200 -3.51626 -0.89539  -0.001
N: -2.76350 -2.90181 -0.66882  0.002
C: -1.63135 -3.66860 -0.58782  0.002
S: -0.14727 -2.90618 -0.26371  0.015
N: -1.66249 -5.01734 -0.79274  -0.002
H: -3.77812 -7.48455 -1.48434  0.000
H: -2.42971 -7.58501 -0.33073  0.000
H: -2.09348 -7.32940 -2.03624  0.000
H: -4.97587 -5.37190 -1.25375  0.000
H: -4.78343 -2.87672 -0.95248  0.000

Summary:
Calculated total energy = -4258.94331 Eh
HOMO (spin up / spin down) = -0.922 / -1.562 eV
⟨S²⟩ = 8.7563
Kohn-Sham gap (spin up / spin down) = 5.35 / 5.99 eV
Multiplicity = 6
Energy above the lowest of the compared OMol25 structures with the same formula, charge and spin = 70.2 kJ/mol
Total charge = -2

Entry 3:
Here is C40H37ClF3IrN3OP2 as an isolated structure from the Open Molecules 2025 dataset. Energies are from ωB97M-V with the def2-TZVPD basis set.

Last column: Mulliken spin population.
Element x y z (Å)
Ir: 0.30807 -0.34171 0.34462  0.538
C: 4.03157 0.61853 1.03179  0.002
C: 3.96514 -0.26402 -0.20593  0.002
P: 2.30071 -0.33387 -0.97526  0.006
C: 2.38998 1.15084 -2.02233  0.026
C: 2.08691 2.39682 -1.47777  -0.006
C: 2.25514 3.54783 -2.23120  0.001
C: 2.72187 3.46155 -3.53596  0.001
C: 3.02633 2.22299 -4.08144  0.001
C: 2.86689 1.06821 -3.32775  -0.001
C: 2.37535 -1.78415 -2.06211  -0.010
C: 1.24160 -2.48905 -2.46278  -0.011
C: 1.35255 -3.57262 -3.31906  -0.004
C: 2.59660 -3.96920 -3.78751  -0.001
C: 3.73232 -3.27417 -3.39978  0.000
C: 3.62466 -2.19098 -2.54174  0.002
C: 3.33343 -0.05427 2.20572  0.004
P: 1.54727 0.22622 2.32706  0.038
C: 1.35294 2.00118 2.53395  -0.037
C: 2.12804 2.67599 3.47712  -0.006
C: 2.01929 4.05167 3.60324  0.000
C: 1.14696 4.75883 2.78639  0.001
C: 0.37533 4.09319 1.84367  0.016
C: 0.47685 2.71717 1.72264  0.025
C: 1.15860 -0.63863 3.86440  0.013
C: 0.57144 0.04412 4.92925  0.010
C: 0.40135 -0.59546 6.14740  -0.004
C: 0.80288 -1.91324 6.30637  0.009
C: 1.38302 -2.59839 5.24598  0.001
C: 1.56249 -1.96583 4.02841  0.012
H: 3.60355 1.60441 0.82554  -0.001
H: 5.07600 0.79383 1.28892  0.000
H: 4.30813 -1.27482 0.02181  0.001
H: 4.60070 0.14144 -0.99433  -0.001
H: 1.71149 2.48055 -0.46375  -0.006
H: 2.02064 4.51201 -1.79986  0.000
H: 2.84969 4.35919 -4.12572  0.000
H: 3.39148 2.15272 -5.09747  0.000
H: 3.10999 0.10897 -3.76679  0.000
H: 0.26329 -2.19901 -2.10944  0.013
H: 0.46407 -4.11368 -3.61597  0.000
H: 2.68138 -4.82027 -4.44964  0.000
H: 4.70610 -3.57405 -3.76230  0.000
H: 4.52792 -1.66535 -2.26461  0.000
H: 3.72898 0.27500 3.16891  0.002
H: 3.48268 -1.13648 2.17333  0.000
H: 2.80731 2.13518 4.12501  0.000
H: 2.61637 4.57190 4.33970  0.000
H: 1.06388 5.83241 2.88961  0.000
H: -0.31167 4.64380 1.21525  0.001
H: -0.15720 2.20539 1.00101  -0.006
H: 0.24408 1.06662 4.81154  0.002
H: -0.04803 -0.06006 6.97271  0.000
H: 0.66613 -2.40918 7.25799  0.001
H: 1.70260 -3.62414 5.36973  0.000
H: 2.01684 -2.51614 3.21526  0.010
C: -5.13794 -1.56889 1.08965  -0.001
N: -3.83031 -1.00963 1.39382  0.003
C: -3.48534 -0.31708 2.61919  -0.002
C: -2.04798 0.07721 2.35140  -0.005
O: -1.32150 0.68587 3.08975  0.001
N: -1.69560 -0.37698 1.08221  -0.003
C: -2.79137 -0.99569 0.56547  0.001
N: -2.83944 -1.53742 -0.64128  0.004
H: -5.75069 -1.51320 1.98462  0.000
H: -5.05368 -2.61939 0.80821  0.000
H: -5.63412 -1.00727 0.29657  0.000
H: -3.54824 -0.96593 3.49429  0.000
H: -4.10231 0.56779 2.78351  0.000
H: -2.04310 -1.44514 -1.25256  -0.002
H: -3.66218 -2.01511 -0.96574  0.000
F: -3.83309 2.32769 -7.76143  0.000
C: -2.61953 1.77136 -7.75280  -0.001
F: -1.76965 2.61891 -8.34919  0.000
F: -2.66785 0.65747 -8.49646  0.000
C: -2.15209 1.45168 -6.35051  0.004
C: -0.92558 0.81184 -6.20056  0.000
C: -0.46571 0.50807 -4.93665  0.003
C: -1.24508 0.83675 -3.81769  0.008
C: -2.47872 1.47607 -3.98105  0.001
C: -2.92806 1.78863 -5.25091  0.000
C: -0.77195 0.50864 -2.52232  0.016
C: -0.35374 0.17535 -1.42248  0.161
H: -0.33891 0.55943 -7.07390  0.000
H: 0.48518 0.01138 -4.79679  0.001
H: -3.06742 1.73474 -3.11125  0.001
H: -3.87478 2.29020 -5.39074  0.000
Cl: 0.51923 -2.49597 0.86947  0.164

Summary:
Calculated total energy = -3332.36161 Eh
HOMO (spin up / spin down) = -13.908 / -13.841 eV
⟨S²⟩ = 0.7559
Kohn-Sham gap (spin up / spin down) = 6.05 / 5.55 eV
Multiplicity = 2
Energy above the lowest of the compared OMol25 structures with the same formula, charge and spin = 163.1 kJ/mol
Total charge = +2

Entry 4:
Here is C40H37N3OSSnTe as an isolated structure at a distorted geometry from the Open Molecules 2025 dataset. Energies are from ωB97M-V with the def2-TZVPD basis set.

Last column: Mulliken charge in e.
Element x y z (Å)
Sn: -0.41971 -1.22985 -1.86785  1.103
C: 1.05427 -2.15111 4.86472  -1.442
C: 1.99519 -1.08196 4.37123  0.540
C: 2.99160 -0.56032 5.18769  -0.736
C: 3.83013 0.45684 4.75533  -0.838
C: 3.66035 1.00085 3.49026  -1.007
C: 2.67438 0.49762 2.65638  0.062
C: 1.87255 -0.55775 3.08529  0.295
N: 0.82705 -1.07772 2.25344  0.490
C: 0.84861 -1.28385 0.92648  0.210
N: 2.05579 -1.29099 0.34523  0.204
C: 2.47115 -1.49333 -0.98317  0.654
C: 1.63175 -1.65724 -2.07708  -0.342
C: 2.12927 -1.88902 -3.35836  -0.831
C: 3.49652 -1.93551 -3.55670  -0.935
C: 4.34178 -1.74137 -2.47214  -0.812
C: 3.85868 -1.52212 -1.19030  0.810
C: 4.81643 -1.32050 -0.04035  -1.570
N: -0.27633 -1.53742 0.25847  -0.137
C: -1.50515 -1.51473 1.02594  -0.263
C: -2.04381 -0.30789 1.46659  0.606
C: -3.22863 -0.29217 2.18427  -0.944
C: -3.87202 -1.49236 2.46484  -0.916
C: -3.34273 -2.68778 2.00084  -0.855
C: -2.16112 -2.72404 1.26054  0.651
C: -1.60480 -4.02673 0.74018  -1.365
H: 1.33225 -2.47726 5.86387  0.441
H: 1.05565 -3.02441 4.20788  0.293
H: 0.02668 -1.77378 4.92087  0.350
H: 3.10693 -0.95351 6.19142  0.414
H: 4.59962 0.84040 5.41261  0.423
H: 4.27328 1.83111 3.16090  0.509
H: 2.50119 0.94894 1.68414  0.738
H: -0.05396 -1.26212 2.70811  0.178
H: 2.81770 -1.21955 1.00375  -0.028
H: 1.46044 -2.03049 -4.19790  0.478
H: 3.89856 -2.11780 -4.54474  0.459
H: 5.41502 -1.76317 -2.62412  0.420
H: 5.83794 -1.29351 -0.41071  0.418
H: 4.75871 -2.14074 0.68396  0.430
H: 4.63575 -0.37835 0.48670  0.309
H: -1.51389 0.61279 1.24516  0.379
H: -3.63981 0.64696 2.53527  0.516
H: -4.78469 -1.49780 3.04846  0.451
H: -3.86326 -3.61843 2.20449  0.464
H: -2.28511 -4.84763 0.95504  0.479
H: -0.63706 -4.25636 1.19067  0.285
H: -1.45059 -3.99276 -0.34145  0.238
Te: -2.76385 0.15136 -2.18343  0.451
C: -4.41296 -1.12898 -2.23189  0.255
C: -5.34596 -0.88158 -3.23546  -0.644
C: -6.58186 -1.51279 -3.17754  -0.624
C: -6.86391 -2.39644 -2.14589  -0.588
C: -5.91085 -2.66266 -1.16770  -0.576
C: -4.68567 -2.01752 -1.19750  -0.034
H: -5.12355 -0.19374 -4.04260  0.414
H: -7.31770 -1.32268 -3.94884  0.405
H: -7.83128 -2.88234 -2.10261  0.401
H: -6.13097 -3.36268 -0.37165  0.428
H: -3.95743 -2.19806 -0.42315  0.434
O: 0.33084 0.80312 -1.57689  -0.053
S: 0.35640 2.00410 -0.61736  0.682
C: -0.85422 3.13608 -1.25379  0.487
C: -1.04594 3.26085 -2.62526  -0.176
C: -2.08709 4.05041 -3.08144  -0.699
C: -2.91837 4.70381 -2.17312  -0.518
C: -2.68895 4.60031 -0.80697  -0.798
C: -1.65072 3.80753 -0.33740  -0.370
C: 1.86502 2.83412 -1.03560  0.406
C: 2.42288 2.70816 -2.30056  -0.263
C: 3.55914 3.44510 -2.59417  -0.932
C: 4.12502 4.27484 -1.62939  -0.525
C: 3.58294 4.34453 -0.35210  -0.859
C: 2.44295 3.61493 -0.04382  -0.150
H: -0.38521 2.76223 -3.32452  0.251
H: -2.25095 4.16174 -4.14650  0.444
H: -3.73564 5.31522 -2.53628  0.451
H: -3.32327 5.12833 -0.10658  0.450
H: -1.45721 3.72881 0.72858  0.441
H: 1.98614 2.04085 -3.03277  0.291
H: 4.00951 3.37133 -3.57668  0.455
H: 4.99156 4.87463 -1.87945  0.451
H: 4.05263 4.96106 0.40464  0.469
H: 2.00602 3.66395 0.94958  0.468

Summary:
Calculated total energy = -2665.98422 Eh
HOMO = -13.531 eV
Kohn-Sham gap = 6.40 eV
Energy above the lowest of the compared OMol25 structures with the same formula, charge and spin = 40.5 kJ/mol
Total charge = +2

Number 1: molar mass 683.7 Da. Number 2: molar mass 768.8 Da. Number 3: molar mass 922.4 Da. Number 4: molar mass 854.1 Da.